No. 1
The following is a DFT calculation (ωB97M-V/def2-TZVPD) of a cluster of 3 separate species, C4H11NO2 in total at a distorted geometry.

As for the structure (SMILES): C=N/C=C/C.O.O. As for the gap between HOMO and LUMO: 9.63 eV. As for the net charge: 0.

Element x y z (Å)
C -0.015 0.747 -2.034
C 0.822 0.442 -0.810
C 0.248 0.090 0.338
N 1.000 -0.150 1.511
C 1.940 -0.963 1.498
H 0.656 0.945 -2.873
H -0.544 1.681 -1.878
H -0.684 -0.056 -2.335
H 1.875 0.291 -0.937
H -0.752 -0.323 0.421
H 2.028 -1.681 0.677
H 2.498 -1.106 2.417
H -3.306 3.287 1.479
H -3.602 4.696 0.918
O -3.635 3.757 0.715
H 0.174 -4.268 0.890
H 0.648 -3.215 -0.054
O 0.650 -4.173 0.057



No. 2
The following is a DFT calculation (ωB97M-V/def2-TZVPD) of a structure of composition C4H11NO2 at a distorted geometry.

As for the gap between HOMO and LUMO: 9.78 eV. As for the net charge: 0.

Element x y z (Å)
C 2.224 0.138 0.327
C 1.330 -0.384 1.305
C -0.846 -0.650 2.134
C -1.412 0.370 -2.735
H 1.873 1.062 -0.243
H 2.382 -0.677 -0.307
H 3.022 0.545 0.935
H -0.034 0.382 0.353
H -0.161 -1.533 2.480
H -1.169 0.208 2.995
H -1.992 -1.262 1.630
H -1.589 1.967 -1.628
H -1.151 -0.563 -2.263
H -2.493 0.130 -3.087
H -0.740 0.474 -3.602
N 0.065 -0.186 1.148
O 1.654 -1.256 2.107
O -0.963 1.235 -1.549



No. 3
The following is a DFT calculation (ωB97M-V/def2-TZVPD) of a cluster of 2 separate species, C4H11NO2 in total at a distorted geometry.

As for the structure (SMILES): CCNC(C)=O.O. As for the gap between HOMO and LUMO: 10.06 eV. As for the net charge: 0.

Element x y z (Å)
O -2.052 1.338 -0.844
C -1.977 0.822 0.226
N -0.939 -0.015 0.516
C -2.991 0.986 1.284
C 1.162 0.928 -0.594
C 0.357 -0.314 -0.172
H -0.945 -0.272 1.506
H -3.852 1.410 0.740
H -2.679 1.703 2.063
H -3.311 0.051 1.775
H 0.643 1.585 -1.311
H 1.986 0.415 -1.118
H 1.591 1.552 0.209
H 0.032 -0.794 -1.116
H 0.956 -1.054 0.393
O 3.924 -2.517 -0.894
H 3.490 -2.595 -1.774
H 4.603 -3.229 -0.888



No. 4
The following is a DFT calculation (ωB97M-V/def2-TZVPD) of an isolated molecule of C4H11NO2.

As for the structure (SMILES): C[C@@H](O)[C@H](N)CO. As for the gap between HOMO and LUMO: 10.04 eV. As for the net charge: 0.

Element x y z (Å)
C -1.093 -0.720 1.194
O -0.986 -2.055 1.677
C -0.181 -0.465 -0.011
C 0.529 0.899 0.019
C 1.915 0.793 -0.576
O -0.266 1.844 -0.724
N -0.769 -0.673 -1.335
H -2.137 -0.516 0.934
H -0.788 -0.090 2.028
H 0.616 -1.223 0.100
H 0.563 1.240 1.053
H 1.887 0.213 -1.494
H 2.396 1.739 -0.814
H 2.544 0.236 0.119
H -0.450 2.607 -0.173
H -1.503 -1.371 -1.296
H -1.205 0.196 -1.627
H -1.071 -2.653 0.928



No. 5
The following is a DFT calculation (ωB97M-V/def2-TZVPD) of a cluster of 2 separate species, C4H11NO2 in total at a distorted geometry.

As for the structure (SMILES): CC(=O)O.CCN. As for the gap between HOMO and LUMO: 9.53 eV. As for the net charge: 0.

Element x y z (Å)
C -1.578 -2.335 -0.457
C -0.462 -1.737 -1.241
N -1.936 -1.593 0.720
H -2.509 -2.622 -1.036
H -1.291 -3.338 -0.077
H -0.260 -2.344 -2.134
H 0.437 -1.775 -0.610
H 2.223 1.950 2.768
H -2.002 -0.584 0.680
H -2.815 -1.855 1.145
H -0.654 -0.689 -1.549
C 1.601 2.432 -0.407
C 1.553 2.425 1.109
O 0.749 3.183 1.618
O 2.063 1.464 1.940
H 2.459 1.874 -0.800
H 1.690 3.490 -0.703
H 0.732 2.052 -0.967



No. 6
The following is a DFT calculation (ωB97M-V/def2-TZVPD) of a cluster of 3 separate species, C4H11NO2 in total at a distorted geometry.

As for the gap between HOMO and LUMO: 7.36 eV. As for the net charge: 0.

Element x y z (Å)
C -0.592 -1.322 3.010
C -0.642 -1.086 -0.999
C -0.025 0.223 -0.748
C 0.875 2.510 -1.767
H 0.272 -0.681 1.181
H -0.292 -2.322 3.570
H -0.557 -0.585 3.843
H -1.445 -1.388 2.538
H -0.120 -1.719 -1.980
H -1.828 -1.032 -0.827
H -0.392 -1.740 -0.198
H 1.197 0.361 -2.902
H 1.808 2.615 -1.134
H 1.000 2.451 -2.932
H 0.215 3.339 -1.380
N 0.156 1.138 -1.689
O 0.373 -1.394 1.964
O -0.002 0.633 0.450



No. 7
The following is a DFT calculation (ωB97M-V/def2-TZVPD) of a cluster of 2 separate species, C4H11NO2 in total at a distorted geometry.

As for the structure (SMILES): CC(=O)N(C)C.O. As for the gap between HOMO and LUMO: 9.46 eV. As for the net charge: 0.

Element x y z (Å)
C -0.119 0.430 -2.010
C -0.406 -0.651 -0.989
N 0.357 -0.608 0.223
C -0.081 -1.469 1.361
C 1.698 -0.056 0.278
O -1.440 -1.336 -0.973
H -0.942 1.198 -2.005
H -0.125 -0.014 -2.989
H 0.864 0.792 -1.739
H -0.869 -2.189 0.849
H 0.853 -1.947 1.739
H -0.498 -0.717 2.090
H 1.701 1.049 0.527
H 2.183 -0.396 -0.644
H 2.045 -0.508 1.242
H -0.004 3.509 2.022
H -0.323 2.047 1.972
O -0.301 2.823 1.415



No. 8
The following is a DFT calculation (ωB97M-V/def2-TZVPD) of a cluster of 2 separate species, C4H11NO2 in total at a distorted geometry.

As for the structure (SMILES): CC(N)=O.CCO. As for the gap between HOMO and LUMO: 10.41 eV. As for the net charge: 0.

Element x y z (Å)
C 0.969 -2.869 0.863
C 0.274 -2.093 1.968
O 0.686 -1.778 3.066
N -0.928 -1.603 1.569
H 1.389 -2.088 0.071
H 0.222 -3.412 0.265
H -1.110 -0.703 2.032
H -1.370 -1.784 0.702
H 1.723 -3.488 1.075
C -0.346 2.658 -0.942
C 0.465 1.746 -1.833
O -1.769 2.499 -1.012
H -0.220 2.729 0.059
H -0.233 3.833 -1.120
H 0.857 2.326 -2.677
H -1.966 1.524 -0.732
H -0.048 0.889 -2.123
H 1.406 1.612 -1.229



No. 9
The following is a DFT calculation (ωB97M-V/def2-TZVPD) of a cluster of 2 separate species, C4H11NO2 in total at a distorted geometry.

As for the structure (SMILES): CCNC(C)=O.O. As for the gap between HOMO and LUMO: 10.22 eV. As for the net charge: 0.

Element x y z (Å)
O 0.484 0.505 2.500
C 0.229 -0.600 2.098
N -0.084 -0.753 0.810
C 0.275 -1.848 2.920
C 0.082 -0.426 -1.656
C -0.019 0.245 -0.289
H -0.188 -1.722 0.499
H 0.203 -1.576 3.987
H 1.214 -2.404 2.762
H -0.572 -2.508 2.668
H 1.071 -0.900 -1.777
H -0.004 0.399 -2.383
H -0.696 -1.174 -1.879
H 0.946 0.776 -0.180
H -0.829 0.992 -0.182
O -0.466 3.364 -3.418
H -0.579 4.246 -3.840
H -1.067 3.383 -2.639



No. 10
The following is a DFT calculation (ωB97M-V/def2-TZVPD) of an isolated molecule of C4H11NO2 at a distorted geometry.

As for the structure (SMILES): COOC(C)(C)N. As for the gap between HOMO and LUMO: 10.55 eV. As for the net charge: 0.

Element x y z (Å)
C 0.555 -0.029 0.513
C 0.777 -1.089 1.591
C -1.529 -0.176 -2.173
C -0.454 1.027 0.966
N 1.800 0.622 0.210
O 0.045 -0.798 -0.592
O -0.216 0.032 -1.725
H 2.494 -0.057 -0.083
H 1.672 1.284 -0.547
H -0.169 -1.540 1.873
H 1.434 -1.867 1.210
H 1.236 -0.621 2.455
H -1.615 0.458 -3.055
H -1.690 -1.222 -2.449
H -2.267 0.122 -1.423
H -0.637 1.737 0.163
H -1.392 0.555 1.249
H -0.045 1.561 1.818



No. 11
The following is a DFT calculation (ωB97M-V/def2-TZVPD) of an isolated molecule of C4H11NO2 at a distorted geometry.

As for the structure (SMILES): CNC(CO)CO. As for the gap between HOMO and LUMO: 9.25 eV. As for the net charge: 0.

Element x y z (Å)
C -1.325 -1.637 1.712
N -1.338 -0.757 0.587
C -0.141 -0.220 -0.012
C 0.332 0.939 0.920
O 1.698 1.443 0.656
C -0.083 0.348 -1.538
O 0.763 -0.117 -2.579
H -2.180 -1.446 2.382
H -1.344 -2.725 1.498
H -0.491 -1.539 2.338
H -2.245 -0.340 0.343
H 0.423 -1.145 0.012
H -0.316 1.838 0.881
H 0.399 0.560 2.023
H 2.286 0.917 1.212
H -0.996 0.083 -1.964
H -0.011 1.462 -1.372
H 1.461 0.452 -2.563



No. 12
The following is a DFT calculation (ωB97M-V/def2-TZVPD) of a cluster of 3 separate species, C4H11NO2 in total at a distorted geometry.

As for the gap between HOMO and LUMO (spin up / spin down): 8.71 / 6.74 eV. The expectation value of S² is 0.763. As for the multiplicity: 2. As for the net charge: +1.

Element x y z (Å)
C -1.466 1.292 -1.985
C -0.315 0.420 -1.782
C 0.592 0.539 -0.723
N 1.369 -0.479 -0.364
C 2.375 -0.285 0.440
H -1.581 1.612 -3.028
H -1.316 2.245 -1.465
H -2.391 0.847 -1.641
H -0.211 -0.465 -2.396
H 0.636 1.517 -0.246
H 2.844 0.694 0.463
H 2.713 -1.125 1.009
H -1.079 -0.964 0.529
H -2.487 -1.234 0.017
O -2.003 -0.796 0.727
H -0.202 -1.230 2.586
H 0.803 -0.097 2.225
O 0.161 -0.384 2.885



No. 13
The following is a DFT calculation (ωB97M-V/def2-TZVPD) of a cluster of 2 separate species, C4H11NO2 in total at a distorted geometry.

As for the gap between HOMO and LUMO (spin up / spin down): 10.79 / 3.68 eV. The expectation value of S² is 0.756. As for the multiplicity: 2. As for the net charge: +1.

Element x y z (Å)
C -0.324 0.569 -2.203
N -0.494 0.326 -3.603
O 0.670 0.999 -1.703
H -1.206 0.199 -1.635
H -0.698 -0.678 -3.640
H -1.362 0.757 -3.922
C 0.754 -0.575 1.467
O 1.861 -0.322 2.263
C -0.492 -0.231 2.251
C -1.766 -0.539 1.456
H 0.813 0.097 0.566
H 0.732 -1.633 1.143
H 2.698 -0.488 1.778
H -0.528 -0.772 3.202
H -0.473 0.826 2.532
H -1.808 -1.583 1.140
H -2.698 -0.337 1.975
H -1.731 0.121 0.582



Calculated energy relative to the best compared isomer or geometry (same formula, charge and spin), 64.5, 93.0, 17.4, 31.1, 31.2, 170.8, 38.4, 49.1, 11.8, 76.1, 72.1, 46.9, 57.8 kcal/mol (same order as the records).